# C24H30AsN5O8SV

A structure of composition C24H30AsN5O8SV (the ωB97M-V functional and the def2-TZVPD basis, the Open Molecules 2025 dataset).

Calculated values
- gap between HOMO and LUMO (spin up / spin down) (eV) = 7.3 / 6.0
- expectation value of S² = 0.834
- molecular weight (g mol⁻¹) = 674.464
- highest occupied orbital energy (spin up / spin down) (eV) = -7.097 / -5.887
- DFT total energy (eV) = -146567.4062

ORCA input file:
```
! wB97M-V def2-TZVPD RIJCOSX def2/J DEFGRID3
* xyz 0 2
V 1.96523 -1.00589 -1.35144
O 0.27413 -4.68619 -0.63014
As 1.56673 -3.68919 -1.47374
O 2.00553 -4.69199 -2.64254
O 0.64233 -2.34829 -1.82574
C 2.68493 -3.38319 0.10506
C 2.30153 -3.99989 1.29176
C 3.05643 -3.82329 2.43896
C 4.21503 -3.06089 2.40606
C 4.61533 -2.46579 1.22006
C 3.84193 -2.62539 0.08436
S 4.25903 -1.62049 -1.33664
O 5.64593 -1.75569 -1.63864
O 3.30363 -2.00639 -2.38694
O 3.84233 -0.28029 -0.86564
H -0.19697 -5.11129 -1.35334
H 1.41343 -4.62009 1.28726
H 2.74873 -4.28899 3.36466
H 4.80013 -2.92719 3.30376
H 5.52233 -1.88299 1.14056
C 2.37533 0.04161 2.37686
N 1.20003 -0.82059 2.43366
C 0.92663 -1.36689 3.74476
C 0.40633 -0.82489 1.32106
O 0.86733 -0.27479 0.29366
N -0.85507 -1.30919 1.27236
C -1.53747 -1.31079 -0.01564
C -1.63707 -1.92679 2.32236
H 3.15953 -0.36249 3.01266
H 2.12683 1.04921 2.72286
H 2.75233 0.10341 1.35436
H 1.87923 -1.54809 4.24366
H 0.40993 -2.31619 3.66866
H 0.34743 -0.67479 4.36436
H -0.82847 -1.12129 -0.82144
H -2.31227 -0.54029 -0.03344
H -1.98737 -2.29039 -0.17974
H -1.54727 -1.40229 3.26886
H -1.37827 -2.98089 2.44826
H -2.68257 -1.87979 2.02496
C -5.81977 1.56921 0.17096
C -4.66997 2.41601 -0.27934
C -3.36837 2.15311 0.11746
C -2.30747 2.95141 -0.27574
C -2.54187 4.06251 -1.07914
N -1.55667 4.99661 -1.43284
C -0.20417 5.03511 -1.19974
O 0.35463 6.08601 -0.96234
N 0.52253 3.86421 -1.24384
C 0.33763 2.67831 -1.94534
C -0.60777 2.48881 -2.95934
C -0.61487 1.25481 -3.60764
C 0.25873 0.25571 -3.22954
N 1.13003 0.41971 -2.21794
C 1.19143 1.62421 -1.63284
C -3.84657 4.32661 -1.49994
C -4.88557 3.50961 -1.10924
H -5.52357 0.89951 0.97376
H -6.19657 0.97121 -0.65744
H -6.63497 2.19861 0.52086
H -3.17077 1.32401 0.77886
H -1.30937 2.72671 0.06796
H -1.91267 5.93761 -1.55974
H 1.46163 3.99541 -0.88504
H -1.27807 3.27861 -3.25754
H -1.29317 1.07661 -4.42704
H 0.26553 -0.72739 -3.69504
H 1.96303 1.73581 -0.87924
H -4.04517 5.18821 -2.12354
H -5.89027 3.73301 -1.43104
*
```